Entry 1:
The following is a DFT calculation (ωB97M-V/def2-TZVPD) of C30H45N9OPZn as an isolated structure.

Properties
Kohn-Sham gap: 6.433 eV
LUMO level: -2.40 eV
energy relative to the best compared isomer or geometry (same formula, charge and spin): 40.1 kcal per mole

Structure (ORCA input):
```
! wB97M-V def2-TZVPD RIJCOSX def2/J DEFGRID3
* xyz 1 1
Zn -0.967 -0.270 -0.010
P 2.086 1.062 -0.322
O -2.654 0.317 -1.141
N -4.101 -0.813 0.220
N 4.728 0.177 -0.156
N 4.281 2.234 0.978
N -0.983 -0.056 1.957
N 0.744 -0.082 -1.136
N 3.490 0.034 1.914
N -1.131 -2.234 0.482
N 0.469 1.924 0.190
N -4.895 0.597 -1.384
C -0.581 2.751 -4.025
C -1.108 -2.473 1.765
C -0.898 -2.750 -2.934
C 5.245 1.469 0.186
C -1.659 -2.357 4.965
C 4.472 -0.636 0.978
C -0.888 3.047 -1.504
C -1.214 3.107 -2.890
C 4.002 1.429 2.217
C -0.982 -3.796 2.287
C -1.508 -1.308 4.014
C -1.323 2.340 1.750
C 1.055 1.289 -1.796
C -3.807 -0.001 -0.819
C -1.179 -1.240 2.647
C 0.124 2.614 1.324
C 0.676 2.136 -4.207
C -1.079 -4.253 3.571
C -1.461 1.126 2.669
C -1.906 -3.054 -1.817
C -1.310 -3.290 -0.489
C 3.602 0.294 -1.102
C 1.386 1.468 -3.258
C -1.429 -3.667 4.796
C 0.123 2.243 -1.055
C 0.926 -1.221 -2.036
C 2.143 0.137 1.313
C 3.115 2.588 0.149
C -0.265 -1.355 -3.028
C -4.777 1.652 -2.434
H -3.333 -1.414 0.539
H -0.531 -4.077 -0.510
H -2.026 2.219 0.994
H -1.133 3.011 -4.932
H -1.014 1.410 3.681
H 3.363 1.891 2.877
H -1.816 -1.878 5.922
H 1.832 -0.874 0.987
H 1.864 -1.126 -2.582
H -2.545 0.941 2.830
H 0.293 3.692 1.181
H 4.113 -1.650 0.741
H 3.490 -0.564 2.764
H 1.527 0.684 2.061
H 2.485 3.296 0.695
H -2.765 -2.345 -1.781
H -4.577 2.643 -1.929
H -1.742 -0.346 4.514
H 0.967 -2.109 -1.389
H 5.387 -0.783 1.521
H 2.377 1.117 -3.530
H -1.022 -0.638 -2.863
H 6.148 1.293 0.801
H 3.947 1.006 -1.903
H -1.644 3.281 2.278
H -0.828 -4.561 1.453
H -5.725 1.702 -3.045
H 3.432 3.143 -0.713
H -0.174 -3.569 -2.691
H 0.086 -1.237 -4.023
H -5.055 -1.118 0.315
H -3.923 1.438 -3.152
H 4.909 1.306 2.813
H -1.599 -4.350 5.564
H -5.792 0.486 -0.966
H 0.704 2.412 2.148
H -1.524 3.605 -0.812
H -2.189 3.549 -3.102
H -2.080 -3.892 0.148
H -1.271 -2.975 -3.905
H -0.990 -5.311 3.575
H 3.418 -0.725 -1.451
H 5.578 2.017 -0.669
H 1.189 2.266 -5.185
H -2.369 -4.043 -2.097
*
```



Entry 2:
The following is a DFT calculation (ωB97M-V/def2-TZVPD) of C30H45NO2OsP2S2 as an isolated structure.

Properties
Kohn-Sham gap (alpha / beta): 7.082 / 3.687 eV
LUMO level (alpha / beta): -4.88 / -9.84 eV
energy relative to the best compared isomer or geometry (same formula, charge and spin): 19.3 kcal per mole

Structure (ORCA input):
```
! wB97M-V def2-TZVPD RIJCOSX def2/J DEFGRID3
* xyz 2 5
Os -0.622 -0.660 1.184
S 2.483 4.425 3.789
S 1.811 0.815 2.068
P 1.471 -1.013 -6.025
P -0.774 0.744 -5.271
O 1.479 5.420 4.061
O 3.831 4.836 3.486
N 1.950 3.269 2.757
C 3.144 -0.559 -6.647
C -0.866 2.584 -5.296
C 0.912 0.577 -1.120
C 0.652 0.600 -6.455
C 0.967 -1.988 -7.511
C 2.511 3.251 5.146
C 0.663 -0.774 -0.485
C -2.165 -1.317 2.665
C 2.860 3.566 6.449
C -2.223 0.460 0.332
C -0.205 1.596 -0.821
C 0.405 -3.812 1.455
C 0.064 -1.824 3.096
C 1.891 2.034 3.259
C -1.035 1.248 0.403
C -1.046 0.130 4.486
C -2.149 0.436 -6.462
C -0.530 -1.523 -0.752
C -1.783 -2.397 1.797
C 2.020 0.973 5.715
C -2.712 -3.234 0.977
C 2.125 1.972 4.725
C -2.725 -0.214 -0.926
C 1.419 -1.946 3.707
C -1.017 -0.948 3.451
C -3.563 -0.826 2.896
C 2.785 2.546 7.404
C -0.385 -2.678 2.032
C -1.647 -1.039 -1.654
C 2.352 1.260 7.050
H 1.858 0.968 -0.722
H 0.000 2.996 -4.764
H -3.555 -0.882 -0.639
H -2.232 -3.578 0.056
H -0.379 -2.606 -0.789
H 0.349 -4.694 2.107
H 0.254 2.579 -0.647
H -1.998 0.672 4.451
H 3.063 2.769 8.431
H -2.139 -1.929 -2.077
H -0.091 -2.265 -7.454
H -3.622 -2.684 0.719
H -2.047 1.087 -7.339
H 0.308 0.606 -7.504
H -2.169 -0.616 -6.769
H -1.248 -0.468 -2.506
H 1.359 1.428 -6.278
H 3.778 -1.452 -6.610
H -4.050 -1.407 3.691
H 1.360 -2.428 4.693
H -3.021 0.764 1.009
H 2.073 -2.555 3.072
H 1.903 -0.969 3.823
H -3.088 0.666 -5.941
H -3.559 0.224 3.205
H -0.858 1.698 -1.700
H -1.005 1.994 1.204
H 3.180 4.585 6.680
H 3.076 -0.186 -7.677
H 1.460 -3.538 1.362
H -3.007 -4.123 1.553
H 1.652 -0.021 5.478
H -4.166 -0.927 1.990
H -0.871 2.943 -6.333
H -1.785 2.891 -4.782
H 1.569 -2.905 -7.516
H 1.565 -1.363 -0.289
H -0.237 0.857 4.325
H -0.927 -0.285 5.496
H -3.166 0.522 -1.620
H 1.161 -1.417 -8.427
H 1.031 0.466 -2.211
H 0.029 -4.103 0.473
H 3.573 0.211 -5.996
H 2.274 0.485 7.808
*
```



Entry 3:
The following is a DFT calculation (ωB97M-V/def2-TZVPD) of C30H45NO3P2SV as an isolated structure.

Properties
Kohn-Sham gap (alpha / beta): 6.901 / 7.713 eV
LUMO level (alpha / beta): -4.46 / -3.67 eV
energy relative to the best compared isomer or geometry (same formula, charge and spin): 38.9 kcal per mole

Structure (ORCA input):
```
! wB97M-V def2-TZVPD RIJCOSX def2/J DEFGRID3
* xyz 1 3
V 0.082 0.174 -0.135
S -4.687 -1.127 -0.404
P 1.024 -1.041 1.983
P 0.183 -2.373 -0.477
O -4.975 -0.512 -1.677
O -5.155 -2.466 -0.157
O -1.769 -0.314 1.730
N -3.071 -0.999 -0.033
C 2.447 -6.378 4.096
C 2.875 0.927 -1.458
C 3.827 -5.890 1.427
C 0.442 -2.691 1.341
C 0.977 2.077 -0.091
C -1.343 2.964 0.685
C 1.789 2.607 1.034
C -0.444 2.230 -0.240
C 1.463 1.311 -1.206
C 0.337 -0.751 3.632
C -1.241 -3.311 -1.068
C -4.168 1.292 2.635
C -5.193 -0.028 0.885
C -5.437 1.778 2.942
C -6.468 0.452 1.158
C -2.211 1.503 -2.000
C -6.576 1.358 2.224
C 2.508 -6.101 1.520
C -4.087 0.341 1.621
C 2.767 -4.946 4.414
C 1.682 -3.015 -1.303
C 3.858 -4.243 4.084
C -2.888 -0.359 1.127
C 4.875 -6.019 2.495
C -0.835 1.573 -1.450
C 2.833 -1.150 2.140
C 0.374 0.226 -3.312
C 5.069 -4.746 3.356
C 0.340 1.005 -2.049
C 1.757 -6.585 2.726
H -2.268 2.403 0.876
H 5.879 -4.947 4.079
H 3.395 1.635 -2.120
H 1.537 -7.662 2.618
H 1.720 -6.708 4.857
H 3.306 -7.054 4.187
H 0.797 0.156 4.041
H -7.557 1.745 2.491
H 5.832 -6.180 1.970
H 2.546 -2.372 -1.077
H -0.522 -2.945 1.808
H 3.435 0.891 -0.520
H 1.499 -2.989 -2.388
H -0.547 -0.357 -3.423
H -7.313 0.107 0.561
H 0.455 0.877 -4.195
H -0.843 3.158 1.640
H -0.739 -0.572 3.506
H 1.229 -0.459 -3.331
H -2.350 0.612 -2.623
H -2.950 1.468 -1.191
H -1.286 -3.209 -2.159
H 3.958 -3.220 4.468
H -3.236 1.578 3.125
H 0.776 -6.084 2.758
H 1.898 -6.026 0.611
H 2.693 2.007 1.193
H 1.999 -4.464 5.032
H -5.530 2.487 3.761
H 0.508 -1.606 4.296
H 5.448 -3.946 2.700
H 3.137 -2.035 2.720
H -1.619 3.929 0.240
H 1.175 -3.491 1.531
H -2.145 -2.856 -0.634
H -1.156 -4.372 -0.805
H 4.247 -5.619 0.450
H 2.925 -0.057 -1.935
H 2.106 3.641 0.833
H 3.164 -0.235 2.653
H 3.288 -1.179 1.138
H -2.424 2.389 -2.614
H 1.901 -4.047 -0.991
H 4.738 -6.891 3.145
H 1.206 2.617 1.962
*
```



Entry 4:
The following is a DFT calculation (ωB97M-V/def2-TZVPD) of a 10-piece molecular cluster, C30H46BClNO27 overall.

Properties
Kohn-Sham gap: 5.495 eV
LUMO level: 1.68 eV
energy relative to the best compared isomer or geometry (same formula, charge and spin): 72.3 kcal per mole

Structure (ORCA input):
```
! wB97M-V def2-TZVPD RIJCOSX def2/J DEFGRID3
* xyz -1 1
Cl -0.387 -1.236 -3.197
O 2.420 -1.958 4.380
O -1.895 5.862 1.555
O 2.379 -6.522 1.046
O -0.137 -7.370 3.475
O 1.984 -4.311 1.210
O 2.679 -1.361 6.537
O 5.796 5.691 1.625
O -5.108 -1.233 -3.438
O -3.672 2.940 -8.076
O -11.141 -0.987 -7.094
O 0.140 6.745 2.110
O 5.251 2.093 0.208
O -0.166 -5.487 4.773
O 4.235 2.433 2.229
O -8.895 -1.421 -7.093
O -3.136 2.114 -6.011
O -4.943 0.226 -1.684
O -9.850 -0.512 -5.266
O 7.930 6.347 1.328
O 4.378 -2.448 5.458
O 2.042 -5.295 -0.855
O 6.618 5.922 -0.497
O -2.353 1.084 -7.855
O -6.150 0.803 -3.496
O -1.778 -7.095 4.994
O -0.236 4.546 2.419
O 3.791 3.793 0.444
N 0.365 0.974 -0.051
C 6.420 5.660 2.894
C 1.925 -4.841 2.521
C 1.494 -0.742 6.075
C 2.127 -5.369 0.360
C -2.558 0.893 -5.590
C 2.623 -6.156 2.391
C -5.273 1.595 -1.544
C -5.377 -0.162 -2.919
C 0.849 -2.156 -2.142
C -1.691 0.507 -6.745
C -8.530 -0.874 -4.907
C 4.410 2.745 1.063
C -2.133 -8.209 4.196
C 1.157 -1.521 4.844
C -6.407 1.775 -2.500
C -0.651 -6.556 4.443
C 7.634 6.510 2.702
C 3.258 -1.965 5.458
C 4.422 3.959 -0.811
C 1.148 4.763 2.626
C 1.233 6.238 2.852
C 6.768 5.982 0.712
C -0.842 -8.595 3.550
C -0.763 5.729 1.990
C 2.053 -1.152 -1.569
C 1.949 -1.173 0.067
C -10.057 -0.974 -6.534
C -3.104 2.119 -7.375
C 5.003 2.610 -1.086
C -7.846 -1.030 -6.226
B 0.682 -0.312 0.689
H 0.706 -0.799 6.831
H 0.870 -0.021 1.819
H 1.693 4.445 1.731
H -7.419 -0.090 -6.590
H -0.986 -9.021 2.554
H -7.379 1.561 -2.041
H 1.506 4.189 3.484
H -8.070 -0.098 -4.289
H 1.905 -0.054 -1.966
H -4.400 2.199 -1.813
H -6.432 2.778 -2.933
H 2.223 -6.908 3.076
H -0.264 -9.298 4.159
H 6.671 4.622 3.140
H -0.685 0.933 -6.673
H 3.114 -1.537 -1.954
H 1.010 1.740 0.309
H 5.190 4.735 -0.721
H 0.657 -0.909 4.089
H -3.357 0.167 -5.406
H -7.061 -1.791 -6.201
H 0.537 -2.397 5.060
H 8.473 6.183 3.321
H -0.281 -1.013 0.563
H 5.752 6.055 3.665
H -5.558 1.822 -0.513
H -2.888 -7.895 3.467
H 7.438 7.569 2.898
H 5.928 2.665 -1.666
H 1.753 -2.305 0.383
H 0.875 -4.951 2.811
H 3.704 -6.073 2.544
H 4.299 1.949 -1.602
H 1.352 -3.022 -2.753
H 1.101 6.508 3.905
H 3.698 4.263 -1.572
H 2.176 6.660 2.493
H -8.562 -1.810 -4.339
H -1.611 -0.577 -6.862
H 2.970 -0.885 0.611
H 2.422 -4.174 3.231
H 1.705 0.310 5.859
H 0.277 -2.636 -1.218
H -2.547 -9.011 4.813
H -0.599 1.256 0.300
H -1.985 1.032 -4.669
*
```



Entry 5:
The following is a DFT calculation (ωB97M-V/def2-TZVPD) of C30H46BeBrN3P2 as an isolated structure.

Properties
Kohn-Sham gap (alpha / beta): 5.232 / 4.503 eV
LUMO level (alpha / beta): -7.63 / -8.34 eV
energy relative to the best compared isomer or geometry (same formula, charge and spin): 174.4 kcal per mole

Structure (ORCA input):
```
! wB97M-V def2-TZVPD RIJCOSX def2/J DEFGRID3
* xyz 2 1
Br -0.302 1.381 0.545
P 3.775 1.831 1.698
P 0.714 1.252 -3.052
N 0.167 -2.723 0.030
N 9.018 -5.358 -0.074
N -0.808 -2.555 -0.920
C 1.689 -0.374 -0.615
C 2.706 -1.148 1.813
C -0.806 2.238 -2.797
C 5.978 3.527 2.464
C -0.036 1.079 -5.765
C 9.338 -4.107 0.193
C 2.488 2.392 2.933
C -0.503 -3.059 1.153
C 2.684 3.520 3.958
C -2.049 -2.824 -0.463
C 4.827 -1.943 0.831
C 2.771 -1.252 -0.536
C 1.056 0.170 0.517
C -3.224 -2.875 -1.342
C 3.230 1.766 -4.285
C 0.379 0.259 -4.547
C 0.153 -3.157 2.463
C 7.035 -3.561 0.665
C 3.466 -1.470 0.678
C 1.558 -0.353 1.735
C 7.781 -5.782 0.021
C 5.933 -2.644 0.779
C 6.754 -4.937 0.423
C -1.898 -3.137 0.887
C 5.353 2.144 2.507
C 3.399 3.175 0.419
C 3.184 4.665 0.667
C 8.400 -3.159 0.637
C 2.086 2.369 -3.475
C -0.786 3.697 -3.235
Be 6.185 -1.174 1.309
H 7.027 3.403 2.755
H -0.143 4.308 -2.592
H -4.160 -2.805 -0.768
H 2.464 2.751 -2.511
H -3.252 -3.849 -1.869
H 2.204 4.856 1.117
H -0.420 -0.452 -4.269
H 7.555 -6.816 -0.241
H -0.458 3.826 -4.274
H -0.317 -3.939 3.075
H 5.235 1.799 3.542
H 5.540 4.248 3.162
H -1.798 4.116 -3.160
H 2.897 4.503 3.510
H 1.645 3.232 -3.993
H -0.997 2.184 -1.712
H -0.587 -2.174 -1.843
H -2.680 -3.403 1.587
H 1.743 3.601 4.524
H 0.024 -2.188 2.971
H 4.162 3.037 -0.373
H -1.623 1.693 -3.293
H 2.940 1.602 -5.329
H 2.281 1.490 3.530
H 3.944 5.152 1.282
H 4.083 2.454 -4.281
H 2.431 2.802 -0.009
H 5.980 3.954 1.462
H 8.785 -2.144 0.877
H 3.573 0.815 -3.865
H 6.026 1.430 2.002
H 3.031 -1.534 2.773
H -3.227 -2.084 -2.107
H 5.716 -5.303 0.447
H 0.739 1.791 -6.075
H -0.972 1.628 -5.596
H 3.054 -1.747 -1.470
H 3.466 3.257 4.687
H 1.560 2.584 2.363
H 1.073 -0.046 2.648
H -0.206 0.399 -6.608
H 3.189 5.164 -0.313
H 10.381 -3.852 0.024
H 1.295 -0.322 -4.754
H 1.279 -0.015 -1.603
H 1.230 -3.350 2.351
*
```



Molar mass, record by record: 644.1 768.0 612.7 898.9 599.6 u